Density functional theory data (wB97M-V/def2-TZVPD) for the molecule C5H12N2O at a distorted geometry.

Geometry as XYZ:
```
20
Properties=species:S:1:pos:R:3
C 2.804 -0.602 0.184
C 1.496 0.020 0.563
N 0.351 -0.609 0.176
C -1.959 -0.999 0.788
C -0.936 0.038 0.320
C -1.283 0.705 -1.006
N -0.631 2.007 -1.184
O 1.460 1.099 1.134
H 2.733 -1.050 -0.811
H 3.532 0.189 0.098
H 3.180 -1.407 0.816
H 0.283 -1.604 0.051
H -2.626 -0.558 1.511
H -2.625 -1.328 -0.021
H -1.563 -1.916 1.219
H -0.814 0.815 1.054
H -2.356 0.860 -1.173
H -0.982 0.112 -1.875
H -0.362 2.405 -0.286
H 0.298 1.824 -1.558
```

Summary:
- Energy relative to the best compared isomer or geometry (same formula, charge and spin): 21.4 kcal per mole
- Net charge: 0
- Frontier orbital gap: 9.9 eV

Charges per atom according to natural (NBO) partitioning, unit e: -0.71 0.67 -0.62 -0.62 -0.09 -0.22 -0.82 -0.63 0.22 0.24 0.24 0.40 0.23 0.21 0.21 0.22 0.19 0.19 0.36 0.35